# C20H19ClN2O4

One molecule with the formula C20H19ClN2O4 (ωB97M-V with the def2-TZVPD basis set, the Open Molecules 2025 dataset).

XYZ file:
```
46
Properties=species:S:1:pos:R:3:nbo_charge:R:1
Cl 0.497 0.975 -1.990 0.02
O -0.422 2.350 0.382 -0.48
O -3.424 -4.072 0.453 -0.63
O -2.568 0.824 0.595 -0.58
O -2.049 -1.174 1.477 -0.52
N -2.105 -2.889 -0.931 -0.43
N 1.637 -3.377 -1.277 -0.33
C 1.813 2.019 -1.584 -0.02
C 2.687 3.967 -0.518 -0.14
C 3.941 3.693 -1.032 -0.23
C 0.690 -4.002 -1.134 0.29
C 0.098 1.730 1.457 0.43
C -1.826 0.141 1.254 0.79
C -2.925 -3.008 0.138 0.66
C 1.065 0.286 3.654 -0.26
C -1.444 -1.669 -1.332 -0.43
C 1.256 2.131 2.122 -0.32
C -0.581 0.583 1.917 -0.25
C -1.733 -4.109 -1.614 -0.20
C 3.071 1.727 -2.089 -0.22
C 1.727 1.418 3.208 -0.16
C 0.244 3.451 -0.201 -0.09
C -0.506 -4.785 -0.973 -0.53
C 1.604 3.133 -0.775 -0.11
C -0.082 -0.125 3.006 -0.13
C 4.135 2.565 -1.811 -0.19
C -3.231 -1.742 0.934 -0.18
H -0.616 -1.000 3.342 0.23
H -1.538 -3.884 -2.666 0.20
H -2.098 -0.808 -1.206 0.23
H 3.204 0.849 -2.701 0.23
H -1.181 -1.740 -2.387 0.21
H -3.744 -0.998 0.311 0.23
H -0.431 3.759 -1.008 0.22
H 2.539 4.846 0.093 0.20
H -3.886 -2.031 1.762 0.22
H 1.799 3.001 1.792 0.22
H -2.579 -4.797 -1.538 0.25
H 5.113 2.337 -2.206 0.22
H 0.326 4.277 0.518 0.19
H -0.345 -5.762 -1.436 0.25
H -0.526 -1.503 -0.762 0.22
H 4.765 4.357 -0.820 0.22
H -0.698 -4.931 0.093 0.26
H 1.440 -0.268 4.500 0.22
H 2.624 1.753 3.708 0.22
```

Max |F|: 0.83 eV/Å
SMILES string: CN(CCC#N)C(=O)COC(=O)c1ccccc1OCc1ccccc1Cl
Energy above the lowest of the compared OMol25 structures with the same formula, charge and spin: 70.7 kJ/mol



# C19H18N2O3

C19H18N2O3 as an isolated structure in a non-equilibrium geometry (ωB97M-V with the def2-TZVPD basis set, the Open Molecules 2025 dataset).

XYZ file:
```
42
Properties=species:S:1:pos:R:3:nbo_charge:R:1
O -2.458 -4.452 -0.235 -0.63
O -0.896 -3.284 -2.309 -0.68
O -1.152 1.256 -3.446 -0.76
N 0.716 -0.002 2.042 -0.43
N -1.762 -3.635 0.850 -0.16
C -1.614 0.833 -1.179 -0.16
C -1.698 -0.056 -0.139 -0.09
C 2.496 -0.815 0.085 -0.14
C -1.257 0.233 -2.344 0.40
C -1.741 2.247 -1.132 -0.32
C 0.647 -1.088 1.637 0.31
C -1.112 -2.002 -1.846 0.37
C -1.304 -1.644 -0.543 -0.27
C 1.643 0.935 1.708 0.15
C 2.700 2.964 1.661 -0.22
C 3.616 2.764 0.607 -0.15
C 2.633 0.588 0.659 -0.07
C -1.988 2.551 0.608 -0.62
C 3.727 1.253 0.260 -0.23
C -0.435 -1.998 1.805 -0.43
C -1.410 -2.434 0.585 0.23
C 1.644 -1.748 0.531 -0.29
C -1.232 -1.019 -2.853 -0.32
C 1.987 1.995 2.018 -0.22
H 3.293 -1.219 -0.622 0.20
H -1.349 -1.350 2.690 0.19
H -2.666 2.660 -1.204 0.23
H 2.812 3.885 2.237 0.22
H -1.406 -3.779 -1.474 0.52
H -1.186 0.930 -4.529 0.49
H -0.160 -2.875 2.488 0.28
H -2.802 -5.115 0.261 0.48
H -2.903 2.027 0.930 0.21
H -1.089 2.037 1.123 0.21
H 4.379 1.179 -0.628 0.23
H 1.566 -2.660 0.038 0.23
H 1.115 2.384 2.685 0.18
H -1.075 2.749 -1.288 0.17
H -1.030 -1.403 -3.747 0.23
H -1.704 0.067 1.003 0.25
H -1.995 3.619 0.608 0.21
H 4.451 3.421 0.401 0.21
```

Max |F|: 19.50 eV/Å
Energy above the lowest of the compared OMol25 structures with the same formula, charge and spin: 1778.9 kJ/mol



# C33H89N3O36S10

C33H89N3O36S10 as an isolated structure in a non-equilibrium geometry (ωB97M-V with the def2-TZVPD basis set, the Open Molecules 2025 dataset).

XYZ file:
```
171
Properties=species:S:1:pos:R:3:mulliken_charge:R:1
S -5.049 14.989 15.083 1.10
S -1.263 17.616 17.690 1.56
S -1.169 15.710 11.888 1.53
S -5.440 17.706 14.051 -0.05
S 3.168 17.036 15.770 1.95
S 1.821 18.138 11.265 1.08
S 0.134 17.355 13.826 0.12
S 4.804 15.753 12.918 1.38
S -4.295 18.512 8.844 0.95
S 0.984 13.773 15.091 1.85
O -1.895 20.677 8.672 -0.58
O 0.516 16.201 12.988 -0.41
O -1.573 18.975 18.502 -0.23
O 1.157 20.456 12.356 1.57
O -4.648 18.490 7.388 -0.72
O -2.770 15.455 11.265 0.77
O 1.019 14.064 16.507 -0.58
O -0.368 23.028 12.029 -0.65
O -0.430 14.427 11.989 -0.57
O -0.785 18.451 12.888 1.01
O -3.632 15.446 15.801 -0.07
O -6.078 15.933 15.542 -0.69
O -0.454 13.116 14.661 -0.51
O 0.182 17.378 17.791 -1.08
O 4.534 17.016 13.985 -0.89
O -0.484 17.155 15.178 -0.30
O 2.531 16.415 14.603 1.06
O -4.897 19.533 9.751 -0.54
O -5.233 13.548 15.229 -0.83
O -1.472 16.436 13.165 0.87
O -5.345 18.976 13.011 -0.18
O 2.312 16.615 17.129 -0.93
O 1.698 22.559 11.859 -0.55
O -2.241 16.547 17.800 -0.66
O 3.381 18.476 15.831 -0.57
O 1.048 17.079 11.942 -0.49
O 2.944 18.769 11.971 -0.23
O -4.103 17.293 14.550 -0.15
O -0.042 23.028 14.150 -0.79
O 1.961 12.815 14.577 -0.95
O 2.362 17.628 9.741 -0.49
O -4.628 16.917 9.459 -0.78
O 5.715 16.122 11.785 -0.75
O 5.029 14.549 13.777 -0.65
O -0.254 22.011 9.019 -0.63
O -6.242 16.687 13.414 -0.50
N 1.931 21.395 12.222 -0.12
N -1.321 21.531 9.338 1.02
N -0.422 22.455 13.136 1.34
C -2.910 20.465 19.872 -1.18
C -1.206 15.343 15.689 1.16
C 4.646 18.318 13.469 -0.27
C 1.586 18.489 14.111 0.02
C 3.051 18.607 8.968 0.07
C 4.146 19.316 14.489 -1.67
C 3.058 15.600 12.277 -0.34
C 0.763 15.134 18.395 -1.46
C -0.578 16.818 10.531 -0.54
C -4.785 16.603 10.835 -1.14
C -2.512 14.629 15.758 -0.51
C 4.718 16.275 16.101 -1.04
C 1.019 15.356 14.186 -0.09
C -4.533 15.437 13.349 -1.46
C 4.302 17.981 8.337 -1.53
C 0.688 19.507 10.853 -2.31
C -1.625 18.207 15.995 -0.46
C 1.564 15.400 17.082 0.31
C -2.838 13.208 10.159 -1.99
C -2.932 14.768 10.123 -0.25
C -2.140 12.518 12.962 -1.81
C -0.843 20.960 13.244 0.06
C -2.520 18.483 9.089 1.20
C -1.871 21.820 10.716 -0.81
C 3.307 21.255 12.859 -1.13
C -2.848 18.783 11.857 0.73
C -4.657 20.094 13.489 0.99
C -4.768 21.341 12.485 -1.68
C -5.516 17.589 11.777 -0.11
C -2.191 18.466 13.182 -0.42
C -6.517 18.523 15.398 -1.06
C -2.542 19.000 19.575 -0.38
C -0.655 12.458 13.338 -0.22
H -3.600 19.906 13.682 -0.82
H -1.813 12.835 10.146 0.32
H -2.944 21.998 10.643 0.63
H -1.430 17.437 10.247 0.12
H -5.989 19.322 15.918 0.34
H -2.367 13.562 12.749 0.37
H -0.271 16.221 9.672 1.06
H 1.194 19.298 14.726 1.09
H 3.151 19.036 14.835 1.32
H -5.734 21.847 12.503 0.57
H 4.184 20.374 14.229 0.20
H 0.154 14.282 18.093 0.36
H 0.055 19.000 10.124 1.01
H -2.245 19.034 9.989 -1.47
H 4.893 17.333 8.984 0.29
H -3.242 12.773 9.245 0.66
H -1.702 20.986 11.397 -0.21
H 5.163 16.232 15.107 0.47
H 3.467 19.419 9.565 0.15
H -2.239 11.971 12.024 0.83
H 1.014 15.569 16.156 -0.49
H 4.146 17.296 7.504 0.38
H -3.283 20.405 20.894 0.37
H -2.219 15.114 9.374 0.06
H 0.201 19.865 11.759 0.90
H 1.327 20.194 10.297 0.89
H 4.933 18.798 7.987 0.41
H -1.721 17.317 15.373 0.78
H -2.383 19.275 13.887 0.62
H -2.102 19.089 8.286 0.78
H -3.320 12.756 11.026 0.37
H 3.829 20.307 12.730 0.27
H -2.781 12.068 13.721 0.20
H 4.262 18.566 12.480 0.46
H -3.849 15.010 9.586 0.90
H -3.845 20.716 19.370 0.30
H 2.025 15.776 14.158 -0.31
H -3.740 16.412 11.081 0.09
H -1.852 20.970 12.832 -0.09
H -6.430 18.077 11.440 0.54
H -0.784 18.820 15.671 -0.05
H 2.547 15.170 13.139 0.18
H 4.728 19.093 15.383 0.60
H -2.054 18.485 20.403 0.35
H -5.398 15.365 12.690 1.70
H 3.205 21.567 13.898 0.30
H -4.469 21.223 11.443 0.07
H -2.523 17.552 13.674 -0.32
H 2.337 14.672 16.836 0.81
H -0.383 14.629 15.649 1.42
H 5.360 16.910 16.711 0.36
H 2.460 18.920 8.107 0.38
H -7.383 18.929 14.875 0.43
H -3.931 18.698 11.947 -0.64
H 2.768 16.624 12.044 -0.99
H 0.245 17.307 11.052 -2.21
H 0.070 15.908 18.725 0.19
H 2.410 17.880 14.483 -2.50
H -1.314 22.669 11.114 0.26
H -4.144 22.181 12.791 0.41
H -4.895 18.248 12.384 0.09
H -1.358 16.113 16.446 -1.02
H 1.450 14.910 19.211 0.50
H -4.143 16.449 13.450 -0.28
H -3.749 14.753 13.021 0.41
H -3.349 18.312 19.322 0.37
H -0.268 20.289 12.607 0.69
H -0.091 13.067 12.631 0.16
H 1.861 18.792 13.100 -1.22
H 0.357 15.967 14.800 -0.64
H -1.246 15.968 14.798 -0.37
H -5.166 15.589 10.959 1.20
H -2.495 14.123 16.724 0.56
H -2.146 21.219 19.682 0.29
H 3.167 14.908 11.442 0.57
H -2.041 17.505 9.044 1.27
H -2.734 19.804 11.492 -1.00
H -4.941 20.405 14.494 0.55
H -0.750 20.690 14.296 0.66
H -5.951 16.838 12.438 0.15
H -2.459 18.904 15.914 0.86
H -6.788 17.743 16.109 0.46
H 5.732 18.237 13.426 0.57
H 0.474 15.211 13.253 -0.47
H 4.586 15.247 16.438 0.36
H -2.712 13.893 14.980 -0.47
H -2.590 18.122 11.030 -2.53
H 3.855 22.010 12.296 0.51
H -0.259 11.444 13.404 0.53
```

Max |F|: 17.19 eV/Å
Energy above the lowest of the compared OMol25 structures with the same formula, charge and spin: 9781.4 kJ/mol



# C4H6O2

One molecule with the formula C4H6O2 in a non-equilibrium geometry (ωB97M-V with the def2-TZVPD basis set, the Open Molecules 2025 dataset).

XYZ file:
```
12
Properties=species:S:1:pos:R:3:nbo_charge:R:1
O -1.947 0.612 1.941 -0.47
O 0.298 1.542 -0.449 -0.52
C -0.225 0.692 0.252 0.47
C -1.518 1.101 0.928 0.35
C 0.710 -1.557 -0.613 -0.59
C 0.596 -0.522 0.508 -0.53
H -0.106 -2.282 -0.656 0.21
H 1.645 -2.109 -0.461 0.22
H -1.970 1.969 0.413 0.13
H 0.787 -1.037 -1.571 0.22
H 0.408 -0.995 1.488 0.24
H 1.471 0.143 0.307 0.27
```

Max |F|: 2.29 eV/Å
SMILES string: CCC(=O)C=O
Energy above the lowest of the compared OMol25 structures with the same formula, charge and spin: 165.5 kJ/mol



no.,HOMO level (eV)
1,-8.828
2,-8.482
3,-6.275
4,-10.000